Record 1
The following is a quantum chemistry calculation of a structure of composition C47H46N2O2ReSb, from the Open Molecules 2025 dataset.

Computed properties:
<S²> = 0.809
Energy above the lowest of the compared OMol25 structures with the same formula, charge and spin = 0.00 kcal/mol
2S+1 = 2
Gap between HOMO and LUMO (alpha / beta) = 6.3 / 5.5 eV
Total charge = +3
Total energy = -65203.354 eV

Geometry as XYZ:
```
99
Properties=species:S:1:pos:R:3:forces:R:3
Re -0.046 -0.109 0.116 -0.067 -0.371 0.075
C 1.202 3.154 0.625 -0.012 0.004 -0.006
C 0.393 1.972 1.097 -0.048 0.049 0.022
C 1.054 0.923 1.823 0.008 0.008 0.023
C 2.548 0.968 2.010 0.001 -0.048 -0.032
C 0.260 -0.005 2.552 0.010 -0.026 0.120
C 0.881 -0.850 3.625 0.018 0.003 -0.017
C -1.119 -0.140 2.269 0.257 -0.468 0.169
C -1.932 -1.152 3.025 -0.040 -0.034 -0.036
C -1.758 0.784 1.406 -0.183 0.580 -0.375
C -3.254 0.721 1.214 -0.007 -0.068 0.007
C -1.011 1.917 0.938 -0.044 0.055 -0.025
C -1.715 2.999 0.176 0.002 0.005 0.026
H 1.615 3.009 -0.374 -0.004 -0.001 -0.012
H 2.035 3.332 1.300 -0.001 0.001 0.002
H 0.601 4.058 0.615 -0.018 0.013 -0.003
H 2.801 1.575 2.882 -0.012 0.011 0.005
H 3.043 1.401 1.145 0.008 0.000 -0.013
H 2.962 -0.026 2.167 0.007 -0.003 -0.007
H 0.987 -1.898 3.348 -0.017 0.003 -0.015
H 0.238 -0.825 4.504 -0.011 0.016 0.013
H 1.857 -0.475 3.915 -0.003 -0.012 0.003
H -2.820 -1.455 2.478 0.025 -0.024 -0.006
H -2.258 -0.705 3.968 -0.007 0.003 0.003
H -1.357 -2.041 3.274 0.005 0.007 0.009
H -3.532 -0.012 0.455 -0.004 0.007 0.008
H -3.665 1.681 0.926 -0.005 0.008 -0.026
H -3.744 0.436 2.143 0.014 0.013 0.007
H -2.149 3.703 0.892 0.004 0.006 0.005
H -2.521 2.606 -0.435 -0.010 -0.008 0.007
H -1.044 3.555 -0.471 0.016 0.010 -0.006
C 0.808 -3.103 1.058 0.043 0.045 -0.032
O 1.206 -1.791 0.546 -0.008 -0.017 0.021
C 2.492 -1.719 -0.001 0.034 0.011 -0.037
C 3.509 -2.599 0.310 -0.015 0.018 0.006
C 4.742 -2.403 -0.297 0.014 0.011 -0.015
C 4.940 -1.357 -1.194 0.013 -0.028 0.022
C 3.906 -0.499 -1.508 -0.043 0.015 0.004
C 2.663 -0.683 -0.904 0.006 -0.077 0.041
N 1.506 0.101 -1.172 0.103 0.098 -0.182
N 1.702 0.922 -2.154 -0.015 -0.014 0.059
C 0.739 1.652 -2.708 -0.078 -0.007 0.000
C -0.669 1.480 -2.402 0.135 0.068 0.052
O -1.064 0.757 -1.413 -0.061 -0.063 -0.042
C -1.641 2.098 -3.210 -0.044 -0.060 -0.002
C -1.253 2.928 -4.218 0.047 0.012 -0.029
C 0.120 3.204 -4.513 -0.059 -0.035 0.044
C 0.465 4.085 -5.539 0.064 0.028 -0.028
C 1.797 4.341 -5.816 -0.060 0.010 -0.013
C 2.794 3.716 -5.071 0.012 -0.028 0.037
C 2.471 2.835 -4.054 0.006 0.029 -0.027
C 1.131 2.564 -3.760 0.032 0.020 -0.022
H 0.895 -3.829 0.253 -0.005 -0.009 0.002
H -0.218 -2.995 1.389 0.052 0.005 0.013
H 1.450 -3.368 1.893 -0.012 0.000 0.016
H 3.372 -3.421 0.996 0.006 -0.008 0.004
H 5.555 -3.078 -0.065 0.001 -0.002 0.003
H 5.909 -1.218 -1.652 0.002 0.000 -0.004
H 4.045 0.304 -2.215 -0.002 0.002 -0.004
H -2.681 1.892 -3.003 -0.037 -0.013 0.000
H -2.009 3.412 -4.826 -0.005 0.003 0.004
H -0.316 4.567 -6.113 -0.002 -0.002 -0.001
H 2.063 5.026 -6.609 -0.002 -0.002 0.000
H 3.834 3.922 -5.289 0.002 0.001 -0.002
H 3.256 2.363 -3.480 -0.001 -0.001 0.001
C 1.751 -5.191 -3.312 -0.018 0.018 0.002
C 0.671 -5.697 -2.602 0.017 0.009 -0.005
C -0.248 -4.834 -2.019 -0.010 -0.004 0.022
C -0.079 -3.457 -2.148 0.037 -0.014 -0.006
C 1.004 -2.951 -2.866 0.002 0.040 0.014
C 1.916 -3.818 -3.450 -0.015 -0.022 0.005
Sb -1.472 -2.152 -1.259 0.050 0.229 0.039
C -2.906 -3.427 -0.406 -0.025 -0.028 0.088
C -3.897 -3.925 -1.252 0.020 0.023 -0.024
C -4.830 -4.827 -0.761 -0.007 -0.021 0.044
C -4.780 -5.233 0.566 0.005 0.004 -0.022
C -3.791 -4.744 1.409 -0.001 -0.003 -0.023
C -2.853 -3.844 0.922 0.001 0.013 -0.007
C -2.530 -1.336 -2.881 -0.059 0.030 0.004
C -1.968 -1.304 -4.152 0.031 -0.032 -0.011
C -2.700 -0.790 -5.217 -0.019 -0.004 0.018
C -3.988 -0.315 -5.011 0.013 -0.007 0.009
C -4.552 -0.352 -3.740 0.012 0.014 -0.014
C -3.823 -0.858 -2.674 0.013 0.035 0.018
H 2.459 -5.868 -3.771 0.007 -0.004 0.001
H 0.536 -6.767 -2.510 -0.004 -0.006 -0.001
H -1.094 -5.241 -1.478 -0.005 0.006 0.004
H 1.133 -1.881 -3.000 0.012 0.010 0.024
H 2.747 -3.426 -4.022 0.005 0.002 -0.001
H -3.949 -3.618 -2.289 0.000 -0.019 0.006
H -5.597 -5.215 -1.418 -0.002 -0.001 -0.009
H -5.510 -5.936 0.942 -0.005 -0.001 0.006
H -3.749 -5.067 2.440 0.006 0.002 0.007
H -2.085 -3.477 1.589 -0.068 -0.040 0.010
H -0.981 -1.713 -4.336 -0.005 0.008 0.004
H -2.272 -0.786 -6.211 0.005 0.001 -0.001
H -4.564 0.062 -5.845 0.000 0.003 -0.002
H -5.567 -0.008 -3.586 0.002 0.006 0.002
H -4.287 -0.912 -1.694 0.001 0.007 -0.013
```
Positions in Å, forces in eV/Å.

Atom charges from the Mulliken analysis, given in e for atoms 1 to 5:
1. Re 1.4512
2. C -1.9638
3. C 0.4523
4. C 0.9786
5. C -2.4558


Record 2
The following is a quantum chemistry calculation of a structure of composition C47H47AsHfN8O3S2Se2Te, from the Open Molecules 2025 dataset.

Computed properties:
Energy above the lowest of the compared OMol25 structures with the same formula, charge and spin = 37.56 kcal/mol
Gap between HOMO and LUMO = 4.1 eV
Total charge = -2
Total energy = -289370.060 eV

Geometry as XYZ:
```
112
Properties=species:S:1:pos:R:3:forces:R:3
Hf -0.123 -0.824 1.165 0.286 0.475 0.695
C 2.032 2.885 5.080 -0.112 -0.020 0.090
N 1.471 2.338 3.874 0.152 -0.004 -0.087
C 1.154 1.079 3.580 -0.119 0.027 -0.022
N 0.592 1.043 2.389 -0.072 -0.113 0.118
C 0.542 2.351 2.009 0.122 -0.042 -0.087
N 1.116 3.164 2.856 -0.100 0.072 -0.070
C 3.494 3.255 4.987 0.063 0.054 -0.012
C 4.229 3.407 6.158 -0.019 0.015 0.070
C 5.554 3.820 6.126 -0.007 -0.003 -0.082
C 6.170 4.078 4.914 -0.139 -0.047 0.040
C 5.442 3.909 3.738 0.215 0.073 -0.107
C 4.113 3.502 3.768 -0.036 -0.049 0.111
C 6.106 4.162 2.456 -0.194 -0.097 0.063
N 7.215 4.770 2.220 0.037 -0.009 -0.299
N 7.408 4.705 0.833 -0.036 0.032 0.309
C 6.396 4.067 0.361 -0.163 -0.119 -0.097
O 5.519 3.691 1.328 0.236 0.135 0.042
C 6.107 3.661 -1.015 0.144 0.121 0.118
C 6.903 4.122 -2.061 -0.076 -0.071 -0.045
C 6.646 3.670 -3.345 -0.027 -0.009 0.055
C 5.621 2.761 -3.578 0.001 0.026 -0.053
C 4.822 2.305 -2.537 0.047 -0.006 0.059
C 3.712 1.310 -2.794 -0.084 0.022 -0.066
N 3.289 0.667 -1.580 0.102 0.145 0.163
C 2.218 0.916 -0.832 -0.017 0.103 -0.008
N 2.271 0.205 0.282 -0.460 -0.361 -0.244
C 3.418 -0.502 0.129 0.188 0.026 0.212
N 4.083 -0.235 -0.969 0.039 -0.054 0.022
C 5.070 2.769 -1.252 -0.017 -0.051 -0.148
H 1.872 2.164 5.882 0.017 -0.010 -0.032
H 1.441 3.772 5.320 0.015 -0.023 0.016
H 1.282 0.228 4.229 0.004 -0.013 0.018
H 0.062 2.667 1.099 0.003 0.052 -0.008
H 3.755 3.202 7.112 -0.011 -0.001 -0.003
H 6.109 3.930 7.048 -0.007 -0.002 0.015
H 7.202 4.395 4.863 0.021 0.006 -0.030
H 3.548 3.389 2.853 0.026 0.016 -0.031
H 7.711 4.811 -1.858 0.006 0.011 0.023
H 7.257 4.015 -4.168 -0.002 -0.006 -0.011
H 5.444 2.394 -4.582 -0.002 -0.006 -0.010
H 4.014 0.533 -3.497 0.011 0.009 0.019
H 2.831 1.792 -3.222 0.013 -0.017 -0.022
H 1.427 1.582 -1.136 -0.046 -0.046 -0.001
H 3.772 -1.215 0.854 -0.038 -0.041 -0.001
H 4.472 2.411 -0.427 0.017 0.014 0.031
O -1.344 -2.904 0.974 -0.139 0.162 -0.001
C -0.483 -4.049 1.045 0.103 0.090 -0.046
C 0.588 -3.766 2.093 0.004 0.004 0.179
C 1.447 -5.038 2.194 -0.041 -0.057 -0.122
O 2.589 -4.876 3.023 0.036 0.034 -0.042
C -0.020 -3.469 3.472 0.003 -0.073 -0.070
Se -0.818 -1.670 3.651 -0.006 0.023 0.271
C 1.394 -2.556 1.625 0.110 -0.050 0.074
Se -0.187 -1.291 -1.299 -0.152 -0.283 -1.282
H -1.794 -2.887 0.114 0.191 -0.002 -0.073
H -0.010 -4.192 0.067 -0.006 -0.036 0.032
H -1.083 -4.934 1.294 -0.017 0.042 0.043
H 1.765 -5.325 1.181 -0.041 -0.023 0.012
H 0.876 -5.870 2.620 -0.005 0.025 0.021
H 2.955 -4.017 2.769 -0.004 0.003 0.038
H 0.779 -3.535 4.211 -0.046 -0.036 0.013
H -0.772 -4.221 3.726 -0.042 0.027 -0.016
H 1.984 -2.816 0.735 -0.029 0.009 0.030
H 2.084 -2.243 2.428 0.000 0.064 -0.024
C -4.461 1.412 4.110 -0.055 0.016 0.088
C -3.358 1.501 3.074 0.118 0.258 0.033
S -2.178 2.783 3.307 -0.122 -0.158 0.010
C -3.405 0.621 2.059 0.357 -0.088 -0.174
C -4.518 -0.385 1.918 -0.136 -0.130 0.093
S -2.225 0.548 0.709 -0.003 -0.196 0.179
H -4.306 2.170 4.875 -0.012 -0.010 -0.005
H -4.477 0.427 4.590 0.005 -0.012 0.009
H -5.450 1.566 3.663 -0.015 0.005 -0.014
H -4.621 -1.009 2.814 0.023 0.005 0.000
H -4.328 -1.050 1.076 0.004 -0.011 -0.004
H -5.491 0.092 1.744 -0.012 0.024 0.003
Te 1.051 -1.309 -3.538 0.064 0.057 0.004
C -2.722 -5.537 -2.539 0.007 -0.041 -0.005
C -3.261 -4.834 -1.468 -0.002 -0.012 0.032
C -3.473 -3.469 -1.578 -0.048 -0.002 -0.017
C -3.164 -2.790 -2.759 -0.054 0.046 0.153
C -2.621 -3.498 -3.820 0.069 -0.001 -0.010
C -2.403 -4.867 -3.708 0.014 0.019 -0.027
As -3.319 -0.847 -2.709 -0.079 0.312 -0.091
C -3.323 -0.467 -4.644 -0.083 -0.090 0.026
C -4.300 -0.936 -5.519 -0.020 -0.018 0.027
C -4.274 -0.589 -6.861 -0.022 -0.006 -0.013
C -3.269 0.241 -7.343 -0.005 0.003 -0.036
C -2.292 0.710 -6.479 0.045 0.018 0.003
C -2.318 0.358 -5.135 0.063 -0.047 -0.006
C -5.280 -0.716 -2.502 0.076 -0.093 0.019
C -5.774 0.569 -2.291 -0.048 0.046 0.056
C -7.132 0.791 -2.117 -0.011 0.013 0.007
C -8.019 -0.277 -2.134 -0.020 0.028 0.006
C -7.537 -1.562 -2.327 0.020 -0.050 -0.007
C -6.176 -1.780 -2.510 -0.064 0.005 -0.065
H -2.538 -6.601 -2.455 -0.001 -0.002 0.013
H -3.502 -5.343 -0.541 0.001 -0.008 -0.006
H -3.886 -2.921 -0.735 -0.001 -0.004 -0.005
H -2.328 -2.978 -4.724 -0.011 -0.006 -0.004
H -1.958 -5.404 -4.537 0.007 -0.007 -0.005
H -5.091 -1.576 -5.145 0.000 0.006 -0.004
H -5.042 -0.963 -7.529 0.005 0.006 -0.014
H -3.245 0.516 -8.390 -0.006 -0.004 -0.006
H -1.495 1.343 -6.849 0.006 0.004 -0.013
H -1.529 0.695 -4.473 -0.007 -0.001 0.013
H -5.089 1.409 -2.240 0.032 -0.025 0.003
H -7.495 1.797 -1.944 0.001 0.000 -0.002
H -9.079 -0.107 -1.982 0.003 -0.005 -0.002
H -8.219 -2.405 -2.333 -0.005 0.012 0.004
H -5.818 -2.791 -2.661 0.022 0.005 0.004
```
Positions in Å, forces in eV/Å.

Atom charges from the Mulliken analysis, given in e for atoms 1 to 5:
1. Hf 1.0266
2. C -1.6816
3. N 0.8554
4. C -0.2837
5. N 0.4678